Below is C2H5NSi in the gas phase at a distorted geometry, with properties calculated with ωB97M-V with the def2-TZVPD basis set.

Positions of all 9 atoms, in Å:
C1 1.366 -0.434 0.009
C2 -1.863 0.397 0.025
N1 -2.752 -0.354 -0.119
Si1 0.229 0.889 0.079
H1 1.157 -0.962 -0.882
H2 -3.627 -0.793 -0.231
H3 0.533 1.702 1.245
H4 1.569 -1.015 0.863
H5 -0.283 1.401 -1.357

Values from the calculation:
Energy relative to the best compared isomer or geometry (same formula, charge and spin) in kcal/mol: 77.6
HOMO energy in eV: -7.185
Orbital gap in eV: 7.37
Largest force on an atom in eV Å⁻¹: 2.396
LUMO level in Ha: 0.0067